1.
Molecular formula: C34H66F3O32Rb
Method: DFT, ωB97M-V with the def2-TZVPD basis set

XYZ file:
```
136
Properties=species:S:1:pos:R:3:forces:R:3
Rb 0.12551 -4.09732 -3.49795 -0.04 0.47 0.79
C -0.79023 -2.05917 0.62699 0.04 -2.98 -2.19
O -0.42335 -1.26834 -0.55765 0.09 1.86 0.57
O -0.86190 -3.41980 0.19466 0.75 3.58 1.47
C 0.23474 -1.70595 1.76425 -1.09 0.61 -0.47
F 0.23379 -0.31381 2.02521 -0.10 -1.52 0.12
F -0.10554 -2.30949 2.92303 0.31 0.31 -0.30
F 1.48845 -1.99613 1.47203 0.53 -0.30 0.05
C -0.67627 0.19449 -0.55983 0.64 -0.99 -1.53
C -0.20487 0.66717 -1.97673 -0.24 -0.10 1.42
H -0.77354 0.10966 -2.72097 0.24 0.18 -0.22
H -0.32827 1.74512 -2.08120 -0.50 0.06 -0.11
H 0.87426 0.54440 -2.06903 -0.04 -0.55 -0.12
H -0.14923 0.78933 0.18615 0.16 -0.49 0.14
H -1.74029 0.39484 -0.43403 -0.22 -0.15 0.02
H -1.75235 -1.67850 0.96981 -0.38 0.16 0.31
C -6.24245 3.22470 -2.06397 0.84 0.54 1.00
O -5.39488 4.07645 -2.90459 0.31 -1.87 -0.83
C -4.57915 3.51041 -3.85275 -0.90 -1.54 -1.55
O -4.60191 2.39658 -4.41458 -0.41 2.66 2.44
O -3.76149 4.49172 -4.24126 -0.04 0.40 0.75
C -2.96478 4.29116 -5.37186 0.69 -0.77 -1.76
H -5.65683 2.44224 -1.58137 0.10 -0.21 -0.49
H -7.17812 2.82221 -2.45204 0.39 0.23 -0.77
H -6.47541 3.89406 -1.23586 -0.23 0.08 -0.18
H -1.93688 3.97566 -5.19296 0.02 0.18 0.81
H -2.91107 5.18897 -5.98760 -0.26 0.23 0.43
H -3.33500 3.49480 -6.01750 -0.46 0.04 0.15
C 2.72264 -2.58692 7.76760 -1.39 1.91 -1.03
O 3.08162 -2.93527 9.07177 0.86 -0.53 1.63
C 2.90000 -2.03282 10.05744 0.54 1.58 1.40
O 2.58681 -0.85171 9.95688 0.23 -2.30 -0.19
O 3.24813 -2.63700 11.25619 -0.48 -0.05 -0.11
C 3.10848 -1.94188 12.56596 -0.08 0.97 -1.59
H 3.09428 -1.60358 7.47945 0.02 0.24 0.39
H 1.63459 -2.52321 7.78044 -0.07 0.01 -0.51
H 3.03944 -3.20149 6.92496 0.31 -0.93 0.98
H 2.81849 -2.58978 13.39316 0.01 -0.57 -0.70
H 2.37272 -1.14447 12.46157 -0.08 -0.11 -0.05
H 4.04746 -1.45345 12.82642 0.14 -0.22 -0.23
C -4.15469 5.83559 4.88225 -2.25 -1.62 0.99
O -3.31850 6.05362 3.81985 2.55 2.26 1.79
C -3.22740 5.42752 2.71101 -1.57 -1.67 -2.61
O -3.98996 4.55457 2.31662 1.28 0.83 0.26
O -2.22096 6.00924 2.02588 0.40 0.09 0.85
C -1.98061 5.76420 0.66968 -0.75 -0.28 -1.63
H -3.91914 6.32548 5.82704 0.53 1.16 -0.79
H -4.15984 4.82266 5.28480 0.05 -0.61 -0.84
H -5.16064 6.06119 4.52836 -0.20 0.07 0.53
H -0.98017 6.05256 0.34706 0.24 -0.23 0.86
H -2.60393 6.39716 0.03807 -0.44 0.14 0.20
H -2.20171 4.74649 0.34798 0.16 -0.15 0.37
C 2.64746 6.03469 -4.12686 -0.83 0.37 0.31
O 3.05137 6.03606 -5.50533 -0.30 -0.31 0.49
C 3.74129 6.99804 -6.07626 1.99 3.05 0.63
O 4.09982 8.10160 -5.60679 -1.41 -3.14 -1.15
O 4.09081 6.54086 -7.29633 -0.91 -1.01 0.32
C 4.61255 7.41614 -8.25378 0.42 1.59 -0.29
H 2.79559 6.94351 -3.54359 0.93 0.13 -0.48
H 3.06132 5.15545 -3.63314 0.18 0.20 -0.16
H 1.56005 5.96692 -4.09463 -0.06 -0.42 -0.39
H 4.32837 7.21044 -9.28579 -0.47 -0.83 0.30
H 5.70241 7.39941 -8.24863 0.01 0.19 0.32
H 4.21836 8.41332 -8.05790 0.44 0.17 0.10
C 5.72775 -0.50257 -3.25145 -1.21 -0.28 -1.82
O 5.78932 -1.32666 -2.15104 -1.47 -2.17 3.25
C 4.71620 -2.22547 -1.92037 1.08 0.61 -1.95
O 3.68443 -2.22549 -2.57981 1.57 -0.04 1.38
O 5.15546 -3.12474 -1.02208 -0.97 -0.05 -0.49
C 4.32861 -4.31523 -0.80602 -0.59 0.48 1.09
H 4.80128 0.06525 -3.33711 0.01 0.31 0.43
H 5.64915 -1.22425 -4.06454 0.51 0.55 -0.88
H 6.59848 0.15131 -3.30004 -0.07 -0.31 0.15
H 3.33382 -4.22998 -1.24329 0.44 -0.01 -0.69
H 4.06322 -4.39735 0.24799 0.44 0.49 0.25
H 4.87156 -5.24003 -1.00112 0.12 0.40 -0.71
C 5.96322 1.32238 1.55587 2.28 -1.29 0.84
O 6.97622 1.94030 0.72067 1.97 -0.12 -1.15
C 8.28363 1.34643 0.54481 -1.60 -1.04 0.40
O 8.77791 0.43864 1.20014 -1.17 2.16 -1.15
O 8.80101 1.91388 -0.57749 -0.49 -0.14 1.56
C 10.06472 1.48892 -1.11016 0.20 0.27 -0.78
H 6.50918 1.11344 2.47586 -0.43 -0.22 0.38
H 5.69904 0.35158 1.13653 -0.33 0.18 -0.14
H 5.09649 1.92862 1.81924 0.40 0.46 -0.81
H 10.72489 2.34531 -1.24755 -0.26 0.31 0.40
H 9.82555 1.18579 -2.12948 0.13 -0.46 0.11
H 10.65036 0.73712 -0.58109 -0.74 -0.14 0.31
C -5.34826 -1.83068 -2.16353 0.26 0.27 -0.12
O -6.46968 -1.69012 -1.27404 -0.22 -0.50 0.19
C -6.93368 -2.68079 -0.48533 1.25 -3.33 0.10
O -6.66903 -3.92220 -0.54729 -1.06 4.77 -0.05
O -7.69137 -2.07508 0.45527 -0.03 -0.50 -0.56
C -8.53056 -2.89137 1.27458 -0.48 -1.16 0.14
H -4.80820 -0.88516 -2.11416 0.17 -0.11 0.59
H -5.62072 -1.83502 -3.21892 -0.70 -0.59 0.11
H -4.69720 -2.67242 -1.92754 -0.24 0.04 0.18
H -8.12701 -3.88470 1.47098 0.71 0.32 0.20
H -9.47268 -3.17083 0.80297 -0.11 0.63 -0.54
H -8.78274 -2.37990 2.20351 0.47 0.20 -0.22
C -0.01141 -7.73841 2.63124 -0.84 -0.97 -0.09
O 0.92917 -8.00808 1.57163 1.22 1.13 1.19
C 0.61465 -8.73552 0.52729 -4.11 -0.25 1.09
O -0.46395 -9.27827 0.36603 0.56 0.01 0.01
O 1.56101 -8.70234 -0.33252 3.07 0.40 -1.65
C 1.33155 -9.07700 -1.67382 -0.53 -0.88 -0.71
H 0.40910 -7.15392 3.44955 0.67 0.06 -0.64
H -0.32193 -8.68827 3.06651 -0.12 -0.04 -0.10
H -0.89821 -7.21995 2.26670 0.17 -0.03 -0.25
H 0.64736 -8.38983 -2.17162 -0.06 0.11 0.18
H 0.91979 -10.08115 -1.77513 -0.29 0.03 0.39
H 2.25793 -9.12912 -2.24583 0.27 0.47 0.57
C 3.35599 0.19526 -8.10918 0.15 -0.25 -0.32
O 2.08327 0.64250 -7.66069 -0.38 0.12 -0.66
C 1.08309 -0.20710 -7.48930 -0.60 -1.79 1.86
O 1.09300 -1.29995 -6.91748 0.70 1.43 -1.22
O -0.03740 0.37223 -7.88616 1.14 1.61 -0.44
C -1.24178 -0.19766 -7.54213 -1.46 -1.79 0.59
H 3.80649 -0.47304 -7.37533 0.31 0.42 0.06
H 3.87417 1.11893 -8.36689 0.37 -0.22 0.67
H 3.31364 -0.33971 -9.05793 -0.50 -0.22 -0.01
H -1.49614 -0.94667 -8.29205 -0.39 0.22 -0.23
H -2.02927 0.54273 -7.40147 0.32 0.17 -0.41
H -1.19022 -0.78211 -6.62350 0.29 0.23 0.22
C -7.28494 -0.93411 8.91401 -0.61 0.08 -0.46
O -6.19053 -0.63622 8.04264 0.95 -0.19 -1.22
C -6.17708 -0.80884 6.68148 -4.10 -0.07 -1.46
O -7.14555 -1.24680 5.96954 3.88 1.19 2.95
O -5.06875 -0.23688 6.19834 -0.92 -1.35 1.75
C -4.76121 -0.39025 4.82629 0.50 1.49 -0.55
H -7.59697 -0.01637 9.41250 0.12 0.20 -0.26
H -6.98392 -1.60613 9.71767 0.30 -0.22 -0.40
H -8.14110 -1.32974 8.36761 0.16 -0.13 -0.06
H -3.67911 -0.25960 4.81734 0.04 -0.79 -0.29
H -5.09382 0.53751 4.36073 -0.46 -0.23 -0.44
H -5.16673 -1.26570 4.31912 0.15 0.02 0.41
```
Positions in Å, forces in eV/Å.

Computed properties:
molecular weight: 1129.33 g mol⁻¹
max |F|: 0.09747 Eh/bohr
energy relative to the best compared isomer or geometry (same formula, charge and spin): 170.4 kcal/mol
HOMO-LUMO gap: 5.5475 eV
LUMO: -1.1 eV

---

2.
Molecular formula: C34H66FNO13S
Method: DFT, ωB97M-V with the def2-TZVPD basis set

XYZ file:
```
116
Properties=species:S:1:pos:R:3:forces:R:3
C 0.75027 3.93872 4.45655 0.22 0.56 -0.33
C -0.08056 4.83303 3.47163 -0.10 -0.16 0.98
C -1.61367 4.59927 3.56097 -0.09 -0.40 0.06
C -2.09810 3.31934 2.81343 0.33 0.89 -1.15
C -2.33814 3.69520 1.28938 0.48 -0.60 1.04
C -3.84589 3.86156 0.94057 0.72 0.77 -0.54
C -4.28873 3.21005 -0.39750 -1.10 0.13 0.25
C -4.84570 1.74034 -0.30818 0.86 -0.58 -0.61
C -4.46583 0.94461 0.94686 -0.19 0.31 0.16
C -5.40457 0.93526 2.04007 0.52 0.03 0.41
S -7.00183 1.79504 1.93305 0.32 0.04 0.11
C -5.16247 0.26574 3.26365 1.15 -0.15 -1.20
C -3.92626 -0.42803 3.38172 -1.19 0.97 -0.24
F -3.70789 -1.03832 4.56225 0.13 0.03 -0.76
C -3.00369 -0.43495 2.33037 1.16 -0.50 -0.66
C -3.22851 0.23881 1.08456 -1.62 0.27 0.94
C -2.19012 0.19918 -0.04324 0.08 -0.71 1.35
O -2.13996 1.07174 -0.87553 0.04 -0.17 0.08
C -1.22800 -0.99221 -0.00198 0.42 -0.45 -0.35
C -0.56593 -1.42385 -1.18872 0.50 -0.14 0.91
C -0.74564 -0.78337 -2.56447 0.02 -0.78 -0.44
C -1.88440 -1.55561 -3.34476 0.73 0.57 0.36
C -3.30875 -1.01526 -3.08080 0.28 -0.42 -1.36
C -3.60104 0.30529 -3.85253 -1.24 -0.41 0.44
C -5.14342 0.58052 -3.69831 0.94 -0.28 0.11
N -5.44325 2.01860 -3.77783 0.08 -0.73 0.10
C 0.31675 -2.55478 -1.06752 -0.02 -0.83 0.20
C 1.13717 -3.12229 -2.24806 -0.43 2.00 -0.08
C 2.38865 -2.17357 -2.43690 0.42 -0.55 1.07
C 3.74980 -2.94444 -2.42163 -0.11 0.94 -1.64
C 4.72389 -2.25460 -3.42407 0.68 -0.08 0.94
C 5.00760 -0.75213 -3.12621 0.06 0.13 -1.16
C 0.51631 -3.21814 0.16186 -0.88 1.27 0.15
C -0.13074 -2.78293 1.35479 0.51 -0.37 -1.26
C 0.18374 -3.58398 2.62174 0.62 0.59 -0.57
C 1.25381 -2.83705 3.47120 -1.90 -0.63 0.63
O 1.08600 -2.78904 4.66448 1.06 0.19 -0.31
C -0.98548 -1.66198 1.24745 -0.20 -0.07 0.17
C -1.66210 -1.15556 2.49477 -0.89 0.69 -0.07
O -1.18737 -1.26089 3.61187 0.30 -0.55 -0.81
H 1.58033 4.56352 4.84070 -0.35 -0.47 -0.08
H 0.15814 3.59278 5.32159 0.17 0.04 -0.46
H 1.23489 3.10185 3.92450 -0.51 0.12 0.52
H 0.32384 4.69480 2.45534 -0.39 0.20 0.30
H 0.11461 5.88101 3.77618 -0.12 -0.44 -0.39
H -1.91628 4.52707 4.62687 0.26 0.25 -0.48
H -2.10615 5.48707 3.11028 0.01 -0.48 0.37
H -1.31042 2.54956 2.86494 -0.37 0.17 0.22
H -3.03412 2.89060 3.20664 0.47 0.16 0.17
H -1.77598 4.63574 1.11668 -0.39 -0.45 -0.19
H -1.82446 2.92088 0.69481 -0.58 0.33 -0.13
H -4.02319 4.95323 0.82783 -0.02 -0.56 0.13
H -4.45885 3.55970 1.81047 0.18 -0.12 -0.52
H -5.12878 3.82881 -0.77895 0.42 -0.40 0.07
H -3.51467 3.25801 -1.18221 -0.12 -0.01 0.63
H -5.93613 1.72415 -0.47726 0.52 0.06 0.43
H -4.41422 1.19060 -1.16648 -0.27 0.35 0.42
H -6.61022 3.10386 1.96073 0.14 -0.69 -0.07
H -5.87896 0.28980 4.09459 0.42 0.02 -0.42
H -0.89604 0.30327 -2.53981 -0.15 -0.54 0.14
H 0.17477 -0.95216 -3.15493 -0.34 0.15 0.50
H -1.61615 -1.47373 -4.41896 -0.49 -0.06 0.44
H -1.76445 -2.62289 -3.06889 -0.35 0.47 -0.17
H -3.54255 -0.92827 -2.00551 0.17 0.05 -0.43
H -4.01092 -1.76478 -3.50956 0.23 0.32 0.43
H -3.44542 0.17097 -4.94209 0.43 0.05 0.60
H -3.00210 1.15224 -3.47408 -0.26 -0.30 -0.12
H -5.44111 0.16396 -2.71550 -0.14 0.40 -0.43
H -5.65246 -0.02955 -4.47618 0.11 0.32 0.36
H -4.80738 2.43629 -4.45114 -0.41 0.11 -0.04
H -6.40794 2.13233 -4.07099 0.23 0.33 -0.11
H 0.52589 -3.00582 -3.16408 0.31 -0.63 0.40
H 1.42945 -4.16688 -2.07507 -0.15 0.43 -0.05
H 2.29482 -1.53663 -3.33434 0.08 -0.50 0.23
H 2.42027 -1.46998 -1.57869 -0.14 -0.22 -0.52
H 4.20953 -2.97695 -1.41814 -0.39 0.08 -0.36
H 3.59348 -3.97462 -2.77088 0.07 0.37 0.30
H 4.37835 -2.39884 -4.46368 -0.01 0.07 0.48
H 5.70043 -2.78178 -3.33102 -0.49 0.17 -0.33
H 5.93059 -0.63035 -2.53005 -0.96 -0.05 -0.25
H 4.16589 -0.20020 -2.68104 0.35 -0.38 0.03
H 5.20459 -0.26414 -4.11232 -0.14 -0.25 0.97
H 1.21186 -4.06523 0.20108 -0.34 0.29 -0.06
H -0.71682 -3.82261 3.20670 0.54 0.35 0.09
H 0.65918 -4.54563 2.33188 -0.32 0.48 -0.06
H 2.11614 -2.36035 2.94870 -0.25 -0.20 0.10
O 4.72058 -3.25264 3.39153 0.03 -0.11 -0.01
H 5.33986 -2.95332 4.06614 0.01 0.04 -0.06
H 4.05691 -3.74810 3.88502 0.00 0.02 -0.02
O 6.57122 -0.59846 -5.76650 0.26 -0.02 -0.40
H 7.42868 -0.76429 -5.35912 -0.06 0.06 0.10
H 6.73290 0.14614 -6.35537 -0.01 -0.01 0.03
O 6.47870 -3.90499 0.79015 -0.31 -0.06 -0.14
H 5.85290 -3.93458 1.52806 0.08 0.13 0.16
H 6.05745 -3.31857 0.15154 0.04 0.08 -0.01
O -7.43350 -2.39979 3.22872 0.10 0.05 0.02
H -6.69570 -2.77832 3.71861 -0.04 -0.02 0.00
H -7.07920 -1.57993 2.86706 -0.04 -0.03 -0.03
O 7.54130 -0.85473 -1.33675 0.56 0.05 0.33
H 7.85167 0.02028 -1.07633 -0.22 0.00 0.16
H 7.76487 -1.41337 -0.58267 0.06 -0.06 -0.05
O -1.63999 0.95063 5.08899 0.16 0.18 0.16
H -1.40405 0.09808 4.68964 -0.16 -0.01 0.13
H -0.84941 1.20803 5.57241 -0.05 0.09 0.03
O 8.93954 1.28752 -3.55650 0.11 -0.05 0.07
H 8.72253 0.70542 -2.82004 -0.06 -0.11 -0.20
H 9.90231 1.29066 -3.57905 -0.03 0.04 -0.03
O 3.78191 2.13374 -2.14381 -0.17 0.14 0.07
H 3.08660 2.17475 -1.47852 0.05 0.00 0.00
H 3.46161 2.70135 -2.85278 0.07 -0.03 -0.01
O 3.70478 -5.31380 -0.87773 0.02 -0.52 0.34
H 3.91814 -6.19787 -1.19639 -0.06 0.00 0.05
H 4.50847 -5.03095 -0.42509 0.05 -0.02 0.01
O 2.75076 4.16943 2.31282 0.31 -0.09 -0.24
H 3.52671 3.87717 2.80273 0.00 0.07 -0.02
H 2.32421 3.35051 2.03958 -0.01 0.05 -0.02
```
Positions in Å, forces in eV/Å.

Computed properties:
molecular weight: 747.96 g mol⁻¹
structure (SMILES): CCCCCCCCc1c(S)cc(F)c2c1C(=O)c1c(CCCCCN)c(CCCCC)cc(CC=O)c1C2=O.O.O.O.O.O.O.O.O.O.O
max |F|: 0.04080 Eh/bohr
energy relative to the best compared isomer or geometry (same formula, charge and spin): 0.0 kcal/mol
HOMO-LUMO gap: 7.9952 eV
LUMO: -1.1 eV

---

> Look up the max |F| of the first one.

0.09747 Eh/bohr

---

> The highest HOMO-LUMO gap belongs to which entry?

C34H66FNO13S

---

> Look up the HOMO-LUMO gap of the first one.

5.5475 eV

---

> Among the records above, which one has the lowest max |F|?

C34H66FNO13S